{
  "formula": "C46H88Cl2O22S9",
  "method": "ωB97M-V/def2-TZVPD",
  "e_lumo_ev": 0.0,
  "e_tot_ev": -216734.2691,
  "largest_force_ev_per_a": 2.243,
  "e_homo_ev": -9.89,
  "symbols": ["O", "S", "O", "C", "C", "C", "C", "H", "H", "H", "H", "H", "H", "H", "H", "O", "S", "O", "C", "C", "C", "C", "H", "H", "H", "H", "H", "H", "H", "H", "O", "S", "O", "C", "C", "C", "C", "H", "H", "H", "H", "H", "H", "H", "H", "O", "S", "O", "C", "C", "C", "C", "H", "H", "H", "H", "H", "H", "H", "H", "O", "S", "O", "C", "C", "C", "C", "H", "H", "H", "H", "H", "H", "H", "H", "O", "S", "O", "C", "C", "C", "C", "H", "H", "H", "H", "H", "H", "H", "H", "O", "S", "O", "C", "C", "C", "C", "H", "H", "H", "H", "H", "H", "H", "H", "O", "S", "O", "C", "C", "C", "C", "H", "H", "H", "H", "H", "H", "H", "H", "O", "S", "O", "C", "C", "C", "C", "H", "H", "H", "H", "H", "H", "H", "H", "O", "C", "C", "C", "C", "O", "H", "H", "H", "H", "H", "H", "O", "C", "C", "C", "C", "O", "H", "H", "H", "H", "H", "H", "Cl", "C", "C", "Cl", "H", "H", "H", "H"],
  "coordinates": [[-2.5912, -1.0360, 3.1625], [-3.7212, -1.8797, 2.8378], [-5.0051, -1.2735, 2.5261], [-3.1527, -3.0200, 1.5446], [-3.6286, -4.3877, 2.0617], [-3.3428, -4.4267, 3.5837], [-3.9258, -3.1226, 4.1834], [-2.0723, -2.9197, 1.4975], [-3.6387, -2.7397, 0.6117], [-4.6332, -4.6495, 1.7435], [-2.9334, -5.1340, 1.6674], [-2.2727, -4.3683, 3.7680], [-3.8369, -5.2452, 4.1008], [-3.3597, -2.7819, 5.0444], [-5.0068, -3.1836, 4.2870], [-2.2350, 0.2007, -0.5073], [-0.8853, -0.3310, -0.3028], [-0.6127, -1.7431, -0.0922], [0.2064, 0.1160, -1.6713], [1.5711, 0.5572, -1.1110], [1.1484, 1.4263, 0.1022], [0.1560, 0.5834, 0.9119], [-0.2696, 1.0221, -2.0533], [0.1420, -0.6988, -2.3910], [2.1767, -0.3263, -0.9196], [2.0653, 1.1746, -1.8597], [0.6692, 2.3628, -0.1673], [1.9969, 1.5510, 0.7768], [-0.4138, 1.2547, 1.5552], [0.6413, -0.1422, 1.5626], [-5.7952, -3.2525, -3.6438], [-4.8183, -3.0784, -2.5855], [-5.2311, -3.2641, -1.1949], [-3.2985, -4.0915, -2.8690], [-2.1609, -3.0969, -2.9593], [-2.6714, -1.7975, -3.5972], [-3.9768, -1.4718, -2.8832], [-3.4574, -4.6262, -3.8073], [-3.2907, -4.8572, -2.0962], [-1.7199, -2.8569, -1.9879], [-1.3582, -3.5244, -3.5649], [-2.9452, -2.0897, -4.6165], [-1.9500, -0.9905, -3.6397], [-4.6796, -0.7875, -3.3619], [-3.8719, -0.9558, -1.9233], [0.3678, 0.9039, -7.3987], [0.4858, 0.1265, -6.1725], [-0.6689, -0.1405, -5.3274], [1.2830, -1.4436, -6.5353], [2.8103, -1.2855, -6.3345], [3.0479, 0.1887, -6.0563], [1.9017, 0.6576, -5.1988], [0.9461, -1.8300, -7.4964], [0.9054, -2.1286, -5.7754], [3.0812, -1.8876, -5.4664], [3.4500, -1.6463, -7.1393], [3.2110, 0.8089, -6.9399], [4.0062, 0.2721, -5.5346], [1.8474, 1.6962, -4.8798], [1.8620, -0.0427, -4.3570], [-1.3485, 5.6721, -4.6854], [-0.8526, 4.2990, -4.6585], [0.5583, 4.1150, -4.9437], [-1.3622, 3.5455, -3.0920], [-2.1064, 2.2663, -3.4754], [-2.9031, 2.5853, -4.7593], [-1.8915, 3.2240, -5.7039], [-2.0613, 4.2012, -2.5739], [-0.5169, 3.4214, -2.4172], [-1.4060, 1.4921, -3.7983], [-2.7056, 1.8567, -2.6640], [-3.7838, 3.1974, -4.5364], [-3.3748, 1.6750, -5.1340], [-2.1472, 3.7046, -6.6427], [-1.2163, 2.4053, -5.9646], [2.7939, -1.7191, 1.4231], [4.1112, -2.2475, 1.7211], [4.1916, -3.4630, 2.5179], [5.0259, -2.5379, 0.2141], [6.3972, -1.9358, 0.3861], [6.1974, -0.6079, 1.1570], [5.3048, -1.0274, 2.3138], [4.5414, -1.8984, -0.5343], [4.9585, -3.5297, -0.2246], [7.1224, -2.5635, 0.9088], [6.8533, -1.7772, -0.5941], [5.7360, 0.1904, 0.5728], [7.1378, -0.1856, 1.5087], [4.8805, -0.3043, 3.0110], [5.8741, -1.6624, 3.0029], [2.7619, 1.9462, 3.9848], [2.6640, 3.2535, 3.3439], [3.4111, 3.6232, 2.1700], [0.8446, 3.5562, 3.0510], [0.4457, 4.7546, 3.8976], [1.4043, 4.8186, 5.0992], [2.8105, 4.5943, 4.5974], [0.4358, 2.6001, 3.3783], [0.7201, 3.5922, 1.9709], [0.5002, 5.7008, 3.3578], [-0.5779, 4.6617, 4.2590], [1.1449, 4.0739, 5.8622], [1.2796, 5.7173, 5.7069], [3.6604, 4.4935, 5.2688], [3.0931, 5.4699, 4.0016], [-1.3752, 3.4593, 0.0832], [-2.4397, 3.3937, 1.0727], [-2.1487, 2.6930, 2.3006], [-3.1366, 5.0382, 1.5070], [-4.6025, 4.9805, 1.1410], [-5.1111, 3.5106, 0.9759], [-3.9647, 2.7685, 0.2957], [-2.4884, 5.6944, 0.9297], [-3.0374, 5.1524, 2.5847], [-5.1853, 5.4344, 1.9433], [-4.8042, 5.5886, 0.2577], [-6.0309, 3.5690, 0.4024], [-5.2928, 3.0803, 1.9602], [-3.9380, 3.1147, -0.7394], [-3.9855, 1.6852, 0.3749], [1.6319, -2.5948, -3.4311], [2.4620, -3.5782, -2.7508], [3.8981, -3.3539, -2.6577], [1.7493, -3.9073, -1.0907], [1.5511, -5.4284, -1.0231], [1.1211, -5.8508, -2.4314], [2.1373, -5.2826, -3.3908], [0.7350, -3.4986, -1.0829], [2.3232, -3.3656, -0.3445], [2.5058, -5.8795, -0.7312], [0.8597, -5.8172, -0.2772], [0.1088, -5.4933, -2.6339], [1.0999, -6.9291, -2.5980], [1.7845, -5.0661, -4.3996], [3.0352, -5.8949, -3.4110], [-4.8166, 3.5062, 4.5441], [-3.8427, 2.8872, 4.8574], [-3.6652, 1.3881, 4.9458], [-2.1593, 1.2845, 5.2047], [-1.7302, 2.6162, 5.7546], [-2.6776, 3.5336, 5.1776], [-4.2468, 1.0580, 5.8167], [-4.0941, 0.7705, 4.1635], [-1.8682, 0.3766, 5.7307], [-1.6935, 1.2149, 4.2171], [-1.7714, 2.6481, 6.8466], [-0.7240, 2.8712, 5.4376], [1.9632, -1.5096, 7.5445], [1.3820, -1.6815, 6.5023], [1.6836, -1.0588, 5.1603], [0.8074, -1.9234, 4.2251], [-0.3075, -2.4026, 5.1732], [0.3321, -2.5065, 6.4520], [1.3831, -0.0137, 5.1014], [2.7328, -1.1166, 4.8855], [0.3938, -1.3615, 3.3885], [1.3375, -2.7695, 3.7888], [-1.1225, -1.6831, 5.1010], [-0.6241, -3.3687, 4.7868], [4.3223, 3.2566, -3.4081], [5.8065, 2.3836, -3.0668], [5.5883, 1.2894, -2.0443], [4.5832, -0.0176, -2.7259], [6.6148, 3.0946, -2.8956], [6.1218, 1.9509, -4.0202], [5.1501, 1.6546, -1.1173], [6.5250, 0.8111, -1.7583]],
  "forces_ev_per_angstrom": [[0.096, 0.374, 0.171], [0.080, -0.298, -0.088], [0.736, -0.367, 0.201], [-1.271, -0.158, 0.595], [1.757, -0.506, 0.081], [-1.221, 1.450, 0.111], [0.099, 0.057, -1.420], [0.006, 0.016, -0.020], [0.108, 0.084, -0.037], [-0.161, 0.183, 0.249], [-0.360, -0.137, -0.440], [0.080, -0.564, -0.104], [0.414, -0.346, -0.119], [-0.370, 0.177, 0.171], [0.041, 0.015, 0.495], [1.039, -0.745, 0.389], [1.882, 0.985, -0.042], [-0.968, -0.245, 0.291], [-0.745, 0.816, -0.228], [-1.364, 0.217, -0.374], [0.632, -1.849, 0.545], [-0.793, 0.618, 0.420], [-0.033, -0.162, -0.366], [0.272, 0.042, -0.076], [0.167, 0.202, 0.558], [0.131, -0.107, -0.059], [0.262, 0.080, -0.249], [0.095, 0.556, -0.181], [-0.495, -0.298, -0.152], [0.055, -0.283, -0.380], [0.458, -0.223, 0.464], [0.318, 0.293, 0.125], [0.381, 0.324, -1.004], [-1.176, 0.026, -0.281], [0.979, 0.180, 0.358], [-1.145, -1.038, -0.383], [-0.616, 0.605, 1.062], [-0.043, 0.237, -0.130], [0.262, 0.276, 0.278], [-0.173, -0.213, 0.131], [0.049, 0.087, -0.003], [0.179, 0.455, -0.203], [-0.006, 0.014, 0.140], [-0.007, -0.508, -0.690], [0.557, -0.557, 0.238], [-0.224, -0.343, 0.995], [0.759, -0.424, -0.366], [0.151, 0.550, -0.467], [-0.033, -0.972, -0.040], [-0.520, -0.056, -0.315], [1.668, 0.596, 0.196], [-0.465, -0.344, 0.095], [0.108, 0.325, -0.144], [-0.127, 0.095, 0.002], [0.015, 0.225, 0.140], [-0.372, 0.046, -0.292], [-0.506, -0.177, -0.207], [-0.209, 0.152, 0.284], [0.010, 0.056, -0.195], [-0.149, 0.346, 0.306], [0.141, -1.021, -0.024], [-0.558, 1.322, -0.101], [-0.529, -0.513, 0.248], [-0.219, -0.324, 0.315], [0.342, -0.095, -0.856], [-1.024, 0.218, 0.538], [0.956, -0.827, 0.379], [0.114, 0.372, -0.304], [0.165, -0.096, -0.241], [0.101, -0.029, 0.297], [-0.054, 0.133, 0.049], [0.314, 0.482, 0.014], [0.505, -0.113, -0.381], [-0.439, 0.313, 0.277], [0.147, 0.133, -0.187], [0.397, 0.229, 0.136], [0.310, -1.178, -0.353], [-0.141, 0.841, 0.037], [-0.503, 0.816, -1.172], [0.861, 0.546, -0.261], [-0.213, -0.264, 0.054], [0.130, -0.437, 1.551], [-0.171, -0.039, 0.097], [0.042, -0.263, 0.617], [-0.299, -0.122, 0.284], [-0.160, 0.115, -0.048], [-0.196, -0.282, -0.221], [0.032, -0.179, 0.172], [-0.399, 0.390, -0.638], [0.221, -0.059, -0.222], [0.472, 0.640, -0.611], [-1.755, 0.793, 1.150], [0.456, -0.501, -0.044], [1.247, -0.785, -0.032], [0.028, 0.105, 0.356], [-0.325, -0.548, 1.229], [0.475, 0.656, -1.164], [-0.348, 0.197, 0.208], [-0.117, 0.413, 0.015], [0.119, -0.121, -0.254], [-0.065, -0.049, -0.160], [0.012, -0.420, -0.385], [0.257, 0.392, -0.543], [-0.374, -0.656, 0.352], [-0.079, -0.129, -0.255], [-0.343, 0.303, 0.298], [-0.877, 0.035, -0.313], [-0.038, -0.244, 0.147], [0.739, -1.029, -0.192], [-0.882, 0.266, 0.146], [1.086, 0.765, 0.444], [-0.261, 0.363, -0.049], [-0.313, 0.457, 0.175], [0.426, -0.018, -0.041], [0.058, 0.077, -0.012], [0.037, -0.274, -0.196], [0.001, -0.471, -0.100], [-0.195, 0.040, 0.002], [0.363, -0.316, -0.117], [0.126, -0.015, -0.067], [0.358, -0.481, 0.020], [0.188, -0.773, 1.015], [-0.763, 0.006, -0.147], [-1.149, -0.031, -0.496], [1.157, -0.315, 0.177], [-0.122, -0.409, -0.119], [-0.177, 1.432, -0.427], [0.226, 0.525, -0.203], [0.152, -0.335, 0.116], [0.039, -0.211, -0.337], [-0.260, 0.627, 0.086], [0.060, 0.183, -0.033], [-0.062, -0.042, 0.380], [-0.064, -0.408, -0.051], [0.241, 0.363, 0.047], [-0.109, 0.184, -0.147], [0.117, -0.039, -0.610], [0.243, 0.213, 1.511], [0.069, -1.182, -1.559], [-0.415, -0.329, 0.351], [-0.158, -0.025, 0.445], [0.121, 0.213, 0.221], [0.325, 0.508, -0.585], [0.051, 0.287, 0.390], [-0.040, -0.228, 0.009], [-0.145, 0.273, -0.007], [-0.033, 0.193, -0.045], [-0.086, 0.005, -0.539], [1.211, 0.739, 1.312], [-0.605, -0.859, -1.061], [-0.111, 0.502, -0.030], [0.988, 0.022, -1.578], [-1.238, -0.251, -0.496], [0.018, 0.054, 0.308], [0.111, 0.048, 0.361], [-0.044, 0.005, 0.040], [0.224, 0.024, 0.219], [-0.151, -0.069, 0.710], [-0.293, -0.192, 0.695], [-0.497, 0.396, 0.006], [0.595, -0.443, -0.967], [0.598, 0.133, 0.211], [0.007, -0.051, 0.153], [-0.236, 0.015, 0.867], [-0.226, -0.309, 0.114], [-0.346, 0.092, -0.188], [0.135, 0.115, -0.218]]
}